The following is a quantum chemistry calculation of a cluster of 2 separate species, CH3Br3SSi in total, from OMol25.

Each line ends with the natural charge from an NBO analysis.
Cartesian coordinates (Å):
C 0.4426 1.7693 -0.4944  -0.602
Si -0.9114 -1.3332 0.7220  0.821
S 2.0716 1.2952 -0.5795  0.136
Br -3.1373 -1.5949 0.4505  -0.304
Br -0.4986 -1.6134 2.9210  -0.299
Br 0.0804 -3.0365 -0.3729  -0.304
H -0.2166 1.6010 -1.3191  0.212
H 0.2001 2.4762 0.2730  0.213
H 1.9691 0.4364 -1.6007  0.128

Forces on the atoms, in the same order (eV/Å):
C 0.028 -0.574 0.131
Si -0.198 -0.183 0.173
S 0.265 0.006 0.046
Br 0.406 0.117 0.003
Br -0.011 0.118 -0.427
Br -0.086 0.368 0.135
H -0.243 0.005 -0.193
H -0.142 0.151 0.184
H -0.020 -0.009 -0.052

max |F|: 0.0115 hartree/bohr
LUMO level (spin up / spin down): -0.32 / -2.28 eV
multiplicity: 1
relative energy (zero: lowest compared OMol25 entry of this formula, charge and spin): 289.9 kJ/mol
E_HOMO (spin up / spin down): -8.6075 / -7.8165 eV
M: 314.9 g/mol

---

The following is a quantum chemistry calculation of an isolated molecule of C3H8N2, from OMol25.

Each line ends with the natural charge from an NBO analysis.
Cartesian coordinates (Å):
C 0.6912 -0.7220 0.8175  -0.435
C 0.9488 0.6780 -1.3144  -0.392
C -1.9570 0.0558 0.5864  -0.242
H 1.7636 -0.8543 0.6858  0.215
H 0.2099 -1.7161 0.8185  0.194
H 0.5029 -0.2703 1.8135  0.194
H 1.0538 1.7780 -1.2091  0.193
H 1.9711 0.2709 -1.2460  0.195
H 0.5303 0.4306 -2.2990  0.204
H -1.7496 -0.6142 1.4119  0.156
H -3.0011 0.3503 0.4503  0.183
N 0.1592 0.1193 -0.2345  -0.260
N -1.1233 0.4939 -0.2807  -0.204

Forces on the atoms, in the same order (eV/Å):
C -0.455 0.161 0.119
C 0.836 0.204 0.369
C -0.662 0.235 -0.251
H -0.098 0.076 -0.055
H 0.117 0.214 -0.033
H 0.128 -0.145 -0.363
H -0.215 -0.484 -0.179
H -0.413 0.046 -0.127
H 0.049 0.096 0.296
H 0.284 -0.078 0.030
H 0.409 0.044 0.059
N 0.079 0.144 -0.256
N -0.058 -0.513 0.391

max |F|: 0.0182 hartree/bohr
LUMO level: 1.03 eV
multiplicity: 1
relative energy (zero: lowest compared OMol25 entry of this formula, charge and spin): 259.2 kJ/mol
SMILES string: C=NN(C)C
E_HOMO: -8.0407 eV
M: 72.1 g/mol

---

The following is a quantum chemistry calculation of a structure of composition C50H44B2F4GeN5O8PRb, from OMol25.

Each line ends with the Löwdin charge.
Cartesian coordinates (Å):
Rb 1.3965 -0.9870 1.5368  1.003
C 5.0162 -3.2214 1.6110  -0.018
C 4.0846 -2.2884 2.3312  -0.308
N 4.0580 -1.0254 2.1350  -0.015
O 4.9216 -0.5331 1.2240  0.032
B 4.9325 0.9435 0.9799  -1.068
F 5.1362 1.1120 -0.4003  0.104
F 6.0627 1.4772 1.6567  0.074
O 3.6939 1.7095 1.2918  0.006
N 2.8067 1.3510 2.2891  -0.001
C 3.1110 1.5761 3.5017  -0.280
C 4.3815 2.2013 3.9907  -0.003
C 2.1272 1.0831 4.5297  -0.281
N 1.2298 0.2871 4.1090  0.014
O 0.3694 -0.2411 5.0602  -0.012
B 0.7805 -1.5371 5.6634  -1.089
F -0.4071 -2.1326 6.1434  0.097
F 1.6712 -1.3249 6.7428  0.098
O 1.3854 -2.5250 4.7268  0.025
N 2.4412 -2.0315 4.0287  0.030
C 3.0429 -2.8527 3.2572  -0.326
C 2.6808 -4.3085 3.1498  -0.014
C 2.3155 1.4693 5.9650  -0.017
H 5.7377 -2.6364 1.0500  0.073
H 4.4616 -3.8606 0.9196  0.089
H 5.5452 -3.8651 2.3183  0.079
H 4.9776 2.5442 3.1523  0.066
H 4.9694 1.4668 4.5493  0.101
H 4.1645 3.0417 4.6551  0.074
H 2.1401 -4.6057 4.0446  0.077
H 3.5685 -4.9301 3.0315  0.069
H 2.0247 -4.4676 2.2883  0.073
H 2.4734 2.5467 6.0606  0.073
H 3.1810 0.9513 6.3863  0.095
H 1.4450 1.1652 6.5372  0.075
O -2.7950 -5.0486 -4.0762  -0.026
C -3.6485 -4.5534 -3.3239  -0.691
O -4.8719 -4.7542 -3.1838  -0.038
C -3.1092 -3.5268 -2.3029  -0.061
C -3.9536 -2.5533 -1.7539  0.023
C -3.5505 -1.8548 -0.6589  -0.011
N -2.3180 -2.0408 -0.1052  0.058
C -1.4361 -2.8796 -0.6965  -0.068
C -1.8371 -3.6360 -1.7817  0.065
C 0.0089 -2.8742 -0.2233  -0.737
O 0.3427 -3.6389 0.6912  -0.011
O 0.7198 -2.0535 -0.8546  -0.175
H -4.9485 -2.4245 -2.1547  0.124
H -4.1868 -1.1660 -0.1289  0.112
H -1.1425 -4.3352 -2.2282  0.137
C -5.6032 3.9958 0.8782  -0.108
C -5.7970 2.6655 0.5249  -0.096
C -4.7087 1.8152 0.4036  -0.102
C -3.4055 2.2608 0.6413  -0.342
C -3.2245 3.6007 0.9838  -0.073
C -4.3150 4.4577 1.1041  -0.089
P -2.0046 1.0931 0.3289  1.152
C -0.6385 2.0657 1.0989  -0.372
C -0.4819 2.3553 2.4547  -0.094
C 0.3985 3.3469 2.8579  -0.084
C 1.1686 4.0352 1.9303  -0.080
C 1.0789 3.7060 0.5879  -0.067
C 0.1733 2.7354 0.1809  -0.110
C -2.3382 -0.2118 1.5972  -0.293
C -2.5942 0.0820 2.9384  -0.081
C -2.4709 -0.8807 3.9266  -0.044
C -2.1169 -2.1783 3.5888  -0.030
C -2.0185 -2.5339 2.2553  0.008
C -2.1470 -1.5638 1.2726  -0.208
H -6.4497 4.6665 0.9679  0.093
H -6.7966 2.2911 0.3361  0.097
H -4.8787 0.7856 0.1081  0.083
H -2.2257 3.9841 1.1558  0.099
H -4.1501 5.4935 1.3777  0.098
H -1.0230 1.8146 3.2144  0.086
H 0.5014 3.5623 3.9164  0.110
H 1.8664 4.7976 2.2582  0.106
H 1.7159 4.1923 -0.1408  0.111
H 0.0746 2.5040 -0.8733  0.047
H -2.8733 1.0942 3.2028  0.108
H -2.6118 -0.6183 4.9674  0.119
H -1.9280 -2.9048 4.3669  0.116
H -1.8440 -3.5631 1.9691  0.128
C 2.0593 0.8552 -2.3330  -0.209
Ge 0.2807 0.0595 -2.5840  1.056
C -1.0910 1.4042 -3.1049  -0.363
C -2.3863 0.9170 -3.3093  -0.140
C -3.4686 1.7755 -3.4474  -0.098
C -3.2794 3.1519 -3.3620  -0.108
C -1.9997 3.6553 -3.1730  -0.095
C -0.9175 2.7860 -3.0483  -0.151
C 0.4400 -1.0760 -4.2134  -0.222
C 0.3602 -2.4376 -4.0661  -0.095
C 0.4229 -3.3242 -5.1686  -0.060
C 0.6108 -2.8369 -6.4242  -0.047
C 0.7575 -1.4424 -6.6363  -0.172
C 1.0193 -0.9279 -7.9328  -0.056
C 1.1797 0.4105 -8.1424  -0.107
C 1.0702 1.3073 -7.0558  -0.092
C 0.8141 0.8400 -5.7983  -0.038
C 0.6559 -0.5498 -5.5341  -0.157
H 2.1795 1.7049 -3.0126  0.018
H 2.7916 0.0892 -2.5902  0.034
H 2.2566 1.1825 -1.3102  0.008
H -2.5478 -0.1578 -3.3553  0.092
H -4.4626 1.3727 -3.6093  0.097
H -4.1255 3.8251 -3.4349  0.092
H -1.8422 4.7264 -3.1126  0.095
H 0.0772 3.2031 -2.9048  0.096
H 0.2488 -2.8486 -3.0731  0.062
H 0.3056 -4.3884 -5.0045  0.106
H 0.6542 -3.5030 -7.2801  0.105
H 1.0999 -1.6279 -8.7583  0.103
H 1.3936 0.7879 -9.1359  0.090
H 1.1894 2.3712 -7.2234  0.095
H 0.7205 1.5366 -4.9777  0.076

Forces on the atoms, in the same order (eV/Å):
Rb -0.482 0.562 0.070
C 0.020 0.027 0.084
C 0.163 -0.175 0.102
N -0.024 -0.005 0.230
O 0.170 -0.023 -0.204
B 0.143 0.035 -0.186
F -0.040 -0.031 0.215
F -0.146 -0.061 -0.004
O 0.295 -0.096 0.163
N -0.233 0.052 -0.093
C 0.009 0.080 0.200
C 0.010 0.057 -0.078
C 0.072 0.166 -0.050
N -0.119 0.067 -0.123
O 0.014 -0.104 0.253
B 0.043 -0.100 0.125
F 0.186 0.100 -0.077
F -0.074 0.050 -0.129
O -0.354 -0.149 -0.121
N 0.583 0.132 0.198
C 0.097 -0.254 0.035
C -0.061 0.069 -0.002
C -0.007 0.001 0.042
H 0.023 0.000 -0.045
H 0.017 -0.016 0.014
H -0.037 -0.020 -0.023
H -0.005 -0.003 0.016
H -0.020 0.048 -0.011
H -0.007 -0.065 0.045
H -0.001 -0.024 0.017
H -0.010 0.011 -0.025
H 0.043 -0.024 -0.001
H 0.035 -0.029 -0.016
H -0.020 0.055 -0.019
H -0.008 0.002 0.011
O -0.141 0.009 0.067
C -0.025 0.025 -0.059
O 0.176 0.012 -0.208
C -0.186 -0.096 0.210
C -0.022 -0.001 -0.045
C 0.160 0.026 0.067
N -0.016 -0.142 0.125
C -0.073 0.276 0.008
C 0.194 -0.007 -0.051
C 0.372 -0.377 -0.013
O -0.200 0.097 -0.136
O -0.237 -0.248 -0.145
H -0.019 -0.052 0.038
H -0.018 0.000 0.061
H -0.054 -0.022 0.021
C 0.043 -0.019 -0.009
C 0.048 -0.009 0.009
C 0.002 0.015 0.000
C -0.027 -0.024 -0.015
C -0.032 -0.001 -0.013
C 0.021 -0.056 -0.022
P -0.116 0.068 0.255
C -0.072 0.047 -0.085
C 0.101 0.116 -0.026
C 0.000 0.030 0.044
C -0.015 -0.014 -0.023
C -0.049 0.003 0.034
C -0.022 -0.071 -0.087
C 0.018 -0.054 -0.174
C 0.001 -0.060 -0.037
C -0.024 0.020 0.045
C 0.023 0.045 0.050
C -0.035 -0.164 -0.089
C -0.160 0.262 -0.151
H 0.018 -0.018 0.009
H 0.030 0.004 0.006
H 0.000 0.044 0.016
H -0.044 -0.024 0.009
H 0.004 -0.022 -0.014
H 0.008 0.015 -0.014
H 0.015 -0.034 -0.051
H -0.008 -0.057 -0.004
H -0.010 -0.030 0.014
H 0.031 0.013 0.184
H 0.037 -0.024 0.010
H 0.079 0.001 -0.050
H -0.036 0.004 -0.026
H 0.043 0.042 -0.012
C -0.043 0.039 0.211
Ge -0.001 0.157 -0.708
C -0.074 -0.071 0.295
C -0.027 0.089 -0.139
C 0.084 -0.024 -0.001
C 0.052 -0.040 0.016
C 0.030 -0.068 -0.015
C -0.076 0.057 -0.144
C -0.003 -0.134 0.038
C -0.008 0.014 -0.117
C -0.006 -0.013 0.080
C 0.032 0.049 -0.033
C -0.011 0.068 0.021
C -0.020 -0.030 0.055
C -0.006 0.067 0.050
C 0.005 -0.045 -0.070
C -0.046 -0.171 0.074
C 0.038 0.006 -0.032
H 0.041 -0.035 0.046
H 0.003 0.068 0.018
H 0.032 0.022 -0.081
H -0.017 0.043 0.021
H 0.020 0.006 0.021
H 0.013 -0.008 -0.013
H 0.004 -0.009 0.006
H -0.062 -0.015 0.004
H 0.028 0.022 -0.058
H -0.040 0.032 0.017
H 0.009 0.023 0.030
H -0.008 0.007 0.022
H -0.022 -0.005 0.017
H 0.002 -0.014 0.015
H 0.023 0.029 0.017

max |F|: 0.0145 hartree/bohr
LUMO level (spin up / spin down): 3.42 / 3.42 eV
charge: -2
multiplicity: 2
relative energy (zero: lowest compared OMol25 entry of this formula, charge and spin): 0.0 kJ/mol
E_HOMO (spin up / spin down): -2.8860 / -3.5447 eV
M: 1129.6 g/mol